# 1
{
  "formula": "C37H30N5O7Ru",
  "method": "wB97M-V/def2-TZVPD",
  "homo_energy_ev": [-11.64, -11.64],
  "charge": 2,
  "de_lowest_kj_mol": 0.0,
  "spin_multiplicity": 6,
  "elements": ["Ru", "O", "C", "O", "C", "C", "C", "C", "C", "N", "C", "O", "O", "H", "H", "H", "H", "H", "C", "O", "C", "C", "C", "C", "C", "C", "C", "N", "C", "C", "N", "C", "C", "C", "C", "N", "C", "C", "N", "C", "C", "C", "C", "H", "H", "H", "H", "H", "H", "H", "H", "H", "H", "H", "H", "H", "H", "C", "C", "C", "C", "C", "C", "C", "C", "C", "C", "O", "O", "H", "H", "H", "H", "H", "H", "H", "H", "H", "H", "H"],
  "xyz": [[-2.23, -0.20, -1.57], [-2.77, -4.28, -3.34], [-2.83, -3.04, -2.92], [-2.39, -2.64, -1.85], [-3.51, -2.11, -3.87], [-4.06, -2.48, -5.09], [-4.71, -1.51, -5.83], [-4.81, -0.22, -5.32], [-4.23, 0.06, -4.10], [-3.59, -0.87, -3.41], [-4.30, 1.36, -3.35], [-4.85, 2.42, -3.89], [-3.86, 1.42, -2.22], [-2.34, -4.84, -2.67], [-3.99, -3.51, -5.43], [-5.16, -1.76, -6.78], [-5.35, 0.53, -5.90], [-5.15, 2.30, -4.80], [4.68, -3.11, 10.07], [5.17, -3.23, 8.74], [4.36, -2.90, 7.73], [3.05, -2.45, 7.87], [2.31, -2.14, 6.75], [2.84, -2.28, 5.47], [4.16, -2.74, 5.34], [4.91, -3.05, 6.45], [2.01, -1.95, 4.32], [0.76, -1.54, 4.37], [0.39, -1.35, 3.07], [1.43, -1.66, 2.21], [2.46, -2.04, 3.02], [1.30, -1.57, 0.79], [2.32, -1.87, -0.14], [2.07, -1.73, -1.48], [0.81, -1.30, -1.90], [-0.15, -1.01, -1.04], [0.06, -1.14, 0.29], [-1.03, -0.81, 1.19], [-2.21, -0.39, 0.65], [-3.21, -0.07, 1.45], [-3.13, -0.15, 2.84], [-1.95, -0.57, 3.40], [-0.87, -0.91, 2.57], [5.49, -3.42, 10.72], [3.81, -3.75, 10.23], [4.41, -2.07, 10.29], [2.61, -2.33, 8.85], [1.29, -1.79, 6.86], [4.61, -2.87, 4.36], [5.93, -3.40, 6.35], [3.38, -2.34, 2.75], [3.29, -2.20, 0.20], [2.83, -1.95, -2.22], [0.58, -1.16, -2.94], [-4.13, 0.26, 0.97], [-3.98, 0.12, 3.44], [-1.82, -0.65, 4.48], [1.94, 6.43, -4.42], [1.20, 5.23, -3.90], [0.35, 5.32, -2.81], [-0.31, 4.22, -2.29], [-1.22, 4.45, -1.11], [-0.12, 2.97, -2.92], [0.73, 2.85, -4.04], [1.01, 1.55, -4.74], [1.38, 3.98, -4.49], [-0.84, 1.80, -2.41], [-1.22, 1.71, -1.19], [-1.15, 0.80, -3.16], [1.56, 7.35, -3.99], [1.85, 6.50, -5.51], [3.00, 6.35, -4.19], [0.20, 6.29, -2.35], [-1.38, 5.52, -0.97], [-0.79, 4.04, -0.20], [-2.19, 3.97, -1.25], [0.14, 1.20, -5.30], [1.29, 0.76, -4.04], [1.84, 1.68, -5.44], [2.05, 3.90, -5.34]],
  "lowdin_charge": [1.7242, 0.1980, -0.4379, 0.0367, -0.1480, 0.0668, 0.0272, 0.0561, -0.1498, 0.0889, -0.4277, 0.2189, 0.0388, 0.1682, 0.1407, 0.1370, 0.1326, 0.1346, -0.0543, -0.0568, -0.2730, 0.0057, -0.0079, -0.1652, -0.0231, 0.0171, -0.2301, 0.1969, -0.1702, -0.1225, 0.1934, -0.0517, 0.0376, -0.0106, -0.1047, 0.0078, -0.1316, -0.1340, -0.0176, -0.0924, -0.0087, 0.0556, -0.0533, 0.0985, 0.0994, 0.0996, 0.1096, 0.1163, 0.1058, 0.1282, 0.1523, 0.1277, 0.1224, 0.1092, 0.1209, 0.1233, 0.1351, -0.0291, -0.2333, 0.0076, -0.1706, -0.0284, -0.0589, -0.1791, -0.0321, 0.0023, -0.5330, -0.0844, -0.1271, 0.0826, 0.0899, 0.0955, 0.1237, 0.0854, 0.0915, 0.0785, 0.0844, 0.0628, 0.0853, 0.1263]
}

# 2
{
  "formula": "C37H31BrN3O5S2W",
  "method": "wB97M-V/def2-TZVPD",
  "homo_energy_ev": [-8.97, -10.86],
  "charge": 1,
  "de_lowest_kj_mol": 203.9,
  "spin_multiplicity": 3,
  "elements": ["W", "C", "C", "N", "N", "C", "S", "S", "C", "C", "C", "C", "C", "C", "C", "C", "C", "C", "C", "C", "C", "O", "H", "H", "H", "H", "H", "H", "H", "H", "H", "H", "H", "H", "H", "H", "C", "O", "C", "C", "C", "C", "C", "C", "N", "C", "C", "C", "C", "C", "C", "C", "O", "H", "H", "H", "H", "H", "H", "H", "H", "H", "H", "H", "H", "H", "Br", "C", "C", "C", "C", "C", "C", "C", "O", "O", "H", "H", "H", "H"],
  "xyz": [[-0.41, -1.63, -0.84], [-0.35, -0.48, 3.36], [-0.85, -0.76, 1.99], [0.01, -0.89, 0.99], [1.36, -0.79, 1.32], [2.18, -1.57, 0.70], [1.77, -2.80, -0.51], [3.88, -1.51, 1.06], [4.04, 0.09, 1.93], [4.08, 1.31, 1.04], [3.53, 1.37, -0.23], [3.59, 2.53, -0.98], [4.22, 3.66, -0.47], [4.78, 3.61, 0.80], [4.71, 2.45, 1.55], [-2.26, -1.00, 1.75], [-3.12, -1.24, 2.84], [-4.42, -1.65, 2.66], [-4.92, -1.81, 1.37], [-4.13, -1.52, 0.27], [-2.82, -1.11, 0.45], [-2.06, -0.83, -0.63], [0.69, -0.17, 3.33], [-0.41, -1.38, 3.97], [-0.94, 0.30, 3.83], [4.97, 0.01, 2.49], [3.22, 0.14, 2.64], [3.05, 0.50, -0.67], [3.15, 2.55, -1.97], [4.31, 4.56, -1.07], [5.27, 4.48, 1.21], [5.15, 2.42, 2.54], [-2.73, -1.14, 3.84], [-5.03, -1.87, 3.52], [-5.93, -2.17, 1.22], [-4.51, -1.61, -0.74], [-1.48, 6.24, -1.03], [-1.04, 4.91, -0.82], [-0.27, 4.65, 0.27], [0.12, 5.61, 1.19], [0.89, 5.28, 2.29], [1.27, 3.96, 2.50], [0.91, 3.00, 1.57], [0.16, 3.32, 0.45], [-0.08, 2.28, -0.47], [-0.94, 2.23, -1.49], [-1.06, 1.20, -2.42], [-2.01, 1.31, -3.46], [-2.17, 0.36, -4.43], [-1.35, -0.78, -4.47], [-0.39, -0.95, -3.49], [-0.26, -0.01, -2.44], [0.70, -0.26, -1.50], [-2.17, 6.20, -1.87], [-0.65, 6.91, -1.27], [-2.01, 6.63, -0.15], [-0.17, 6.64, 1.04], [1.18, 6.05, 2.99], [1.85, 3.69, 3.37], [1.22, 1.97, 1.70], [0.56, 1.50, -0.38], [-1.60, 3.09, -1.58], [-2.63, 2.20, -3.48], [-2.91, 0.50, -5.20], [-1.45, -1.50, -5.26], [0.36, -1.73, -3.55], [-0.46, -8.24, -3.77], [-0.45, -7.33, -2.11], [-0.20, -8.04, -0.95], [-0.19, -7.37, 0.27], [-0.46, -6.02, 0.33], [-0.73, -5.32, -0.85], [-0.71, -5.98, -2.08], [-1.00, -3.91, -0.81], [-1.02, -3.17, -1.89], [-1.08, -3.22, 0.27], [-0.01, -9.10, -0.99], [0.03, -7.92, 1.18], [-0.45, -5.48, 1.27], [-0.91, -5.44, -3.00]],
  "lowdin_charge": [1.6133, 0.0036, -0.1901, -0.1243, -0.0587, -1.0519, 0.6573, 0.9518, -0.3994, -0.2839, -0.0734, -0.0774, -0.0815, -0.0762, -0.0514, -0.1049, -0.0088, -0.0604, -0.0405, 0.0103, -0.2876, -0.2001, 0.0661, 0.1113, 0.1018, 0.0829, 0.0711, 0.0794, 0.1078, 0.1051, 0.1074, 0.1167, 0.1125, 0.1126, 0.1164, 0.1294, -0.0514, -0.1066, -0.2077, -0.0089, -0.0629, -0.0751, -0.0170, -0.1405, 0.1522, 0.0268, -0.1400, -0.0141, -0.0566, -0.0406, -0.0572, -0.3770, -0.2770, 0.0979, 0.1043, 0.0990, 0.1088, 0.1124, 0.1101, 0.0993, 0.1147, 0.1325, 0.1232, 0.1132, 0.1166, 0.1293, 0.7810, -0.6642, -0.0852, -0.0418, 0.0116, -0.1466, -0.0392, -0.5447, -0.1348, -0.1076, 0.1116, 0.1176, 0.1278, 0.1204]
}

- The lowest charge belongs to which entry?
  C37H31BrN3O5S2W

- Among the records above, which one has the highest charge?
  C37H30N5O7Ru